[1]
A cluster of 8 separate species, C23H65N4O8 in total in a non-equilibrium geometry, computed with ωB97M-V/def2-TZVPD.

```
! wB97M-V def2-TZVPD RIJCOSX def2/J DEFGRID3
* xyz -1 1
C 0.280 0.681 0.467
O -0.587 -0.203 1.172
H 0.180 0.723 -0.618
H 0.287 1.672 0.921
H 1.317 0.396 0.647
C -4.222 -3.760 0.190
C -2.826 -4.298 0.053
C -2.523 -5.165 -1.203
O -1.278 -5.788 -1.172
C -1.062 -6.557 -2.369
N -1.970 -3.051 0.031
H -4.405 -3.332 1.176
H -4.990 -4.483 -0.081
H -4.430 -2.977 -0.538
H -2.653 -4.914 0.935
H -2.592 -4.485 -2.053
H -3.318 -5.862 -1.468
H -1.723 -7.423 -2.340
H -0.042 -6.935 -2.429
H -1.419 -6.005 -3.239
H -2.476 -2.178 0.060
H -1.508 -3.012 -0.867
C 1.340 -3.084 -1.035
C 1.912 -4.179 -0.109
C 3.067 -3.609 0.693
O 2.572 -2.516 1.456
C 3.496 -1.574 1.841
N 0.843 -4.768 0.738
H 1.156 -2.105 -0.591
H 0.400 -3.346 -1.520
H 2.003 -3.005 -1.896
H 2.281 -4.995 -0.732
H 3.874 -3.334 0.015
H 3.364 -4.443 1.330
H 2.924 -0.792 2.339
H 4.074 -1.153 1.017
H 4.224 -1.884 2.590
H 1.122 -5.589 1.257
H 0.159 -5.160 0.107
C -4.755 3.445 2.094
C -3.801 3.187 3.205
C -3.113 4.511 3.723
O -2.229 5.144 2.798
C -0.952 4.602 2.366
N -4.621 2.610 4.190
H -4.229 3.873 1.241
H -5.498 4.210 2.317
H -5.407 2.647 1.739
H -3.049 2.478 2.858
H -2.552 4.387 4.649
H -3.926 5.171 4.027
H -1.094 3.730 1.726
H -0.293 4.455 3.222
H -0.453 5.371 1.777
H -4.336 2.818 5.136
H -4.761 1.629 3.996
C 6.990 5.206 0.074
C 5.477 5.357 -0.161
C 4.548 4.502 0.806
O 4.666 3.123 0.565
C 3.759 2.326 1.236
N 5.128 6.766 -0.088
H 7.399 5.761 0.919
H 7.497 5.566 -0.821
H 7.230 4.162 0.275
H 5.237 5.138 -1.201
H 3.558 4.906 0.593
H 4.798 4.724 1.843
H 3.762 2.530 2.307
H 4.043 1.287 1.070
H 2.765 2.582 0.870
H 5.009 7.051 0.874
H 4.152 6.794 -0.349
C -5.813 0.102 0.544
C -4.330 0.308 0.242
O -3.539 -0.392 1.224
H -6.046 0.137 1.608
H -6.139 -0.923 0.366
H -6.572 0.759 0.118
H -4.118 1.376 0.292
H -4.073 -0.037 -0.759
H -2.653 -0.047 1.091
C 3.234 -0.002 -2.437
C 4.464 0.765 -2.874
O 4.239 0.947 -4.236
H 2.277 0.354 -2.818
H 3.140 -0.101 -1.356
H 3.265 -0.983 -2.911
H 5.381 0.194 -2.728
H 4.437 1.708 -2.327
H 5.021 1.369 -4.599
C -2.466 -2.250 -4.514
C -2.383 -1.311 -3.328
O -1.179 -1.633 -2.583
H -3.337 -1.879 -5.055
H -2.470 -3.272 -4.133
H -1.592 -2.157 -5.158
H -3.220 -1.505 -2.658
H -2.324 -0.252 -3.581
H -1.004 -0.832 -2.083
*
```

Summary:
LUMO level in eV: 2.49
HOMO-LUMO gap in eV: 5.42


[2]
A cluster of 10 separate species, C23H66O17 in total in a non-equilibrium geometry, computed with ωB97M-V/def2-TZVPD.

```
! wB97M-V def2-TZVPD RIJCOSX def2/J DEFGRID3
* xyz 0 1
C -3.080 -0.201 4.090
C -2.495 -1.519 3.494
C -3.518 -2.657 3.606
O -2.005 -1.215 2.194
H -3.981 0.137 3.577
H -2.399 0.645 3.996
H -3.178 -0.275 5.174
H -1.615 -1.756 4.092
H -4.398 -2.571 2.968
H -3.641 -2.838 4.673
H -2.988 -3.505 3.172
H -2.115 -2.015 1.674
C 1.908 5.106 0.891
C 1.161 5.954 -0.153
C 1.774 7.368 -0.383
O 1.031 5.103 -1.355
H 1.369 4.168 1.027
H 1.899 5.502 1.906
H 2.806 4.734 0.398
H 0.160 6.213 0.191
H 1.043 7.908 -0.986
H 2.706 7.344 -0.947
H 1.913 7.862 0.578
H 0.292 4.604 -0.999
C 0.779 -0.699 -6.586
C 0.035 -1.244 -5.401
C 0.712 -0.995 -4.125
O -1.263 -0.646 -5.311
H 0.308 -0.977 -7.529
H 1.746 -1.202 -6.606
H 0.995 0.365 -6.492
H -0.070 -2.327 -5.460
H 1.167 -0.004 -4.102
H 1.553 -1.682 -4.033
H 0.071 -1.016 -3.244
H -1.659 -0.976 -4.501
O -4.864 2.705 0.809
C -3.485 2.948 1.033
C -2.796 3.725 -0.114
O -1.400 3.886 0.174
H -5.367 3.482 1.061
H -3.276 3.586 1.893
H -2.985 1.998 1.221
H -3.403 4.629 -0.166
H -3.008 3.245 -1.069
H -1.317 4.664 0.731
O 0.226 -3.601 1.979
C 0.760 -4.455 2.938
C 0.519 -5.836 2.475
O 1.377 -6.268 1.418
H 0.288 -2.674 2.218
H 1.803 -4.218 3.149
H 0.176 -4.470 3.859
H -0.476 -5.945 2.043
H 0.685 -6.450 3.361
H 1.809 -5.498 1.041
O -0.141 3.356 3.481
C 1.194 3.412 4.087
C 1.459 2.195 5.080
O 1.739 1.147 4.199
H -0.187 2.468 3.120
H 1.943 3.392 3.296
H 1.385 4.402 4.500
H 0.665 1.887 5.760
H 2.406 2.415 5.572
H 1.013 0.956 3.600
O 6.002 3.460 -2.231
C 4.676 3.553 -1.743
C 3.754 2.335 -1.915
O 3.451 2.273 -3.370
H 5.947 2.957 -3.046
H 4.653 3.852 -0.695
H 4.307 4.366 -2.368
H 2.938 2.300 -1.192
H 4.393 1.472 -1.728
H 2.948 3.025 -3.691
O 0.113 -1.310 -0.495
C 1.006 -0.567 0.237
C 0.454 0.694 0.909
O 0.031 0.545 2.245
H -0.598 -1.662 0.046
H 1.484 -1.203 0.982
H 1.674 -0.281 -0.576
H -0.316 1.011 0.206
H 1.233 1.455 0.954
H -0.867 0.238 2.101
O 1.677 -3.159 -2.108
C 0.777 -4.178 -2.401
C 1.575 -5.340 -3.064
O 0.605 -6.065 -3.794
H 1.291 -2.390 -1.683
H 0.230 -4.584 -1.549
H 0.138 -3.639 -3.101
H 1.885 -5.999 -2.253
H 2.312 -4.983 -3.783
H 0.702 -7.020 -3.764
O -2.050 -3.180 0.089
C -3.389 -2.986 -0.312
C -3.532 -3.350 -1.788
O -3.501 -4.740 -2.080
H -1.767 -3.934 0.611
H -4.003 -3.659 0.286
H -3.836 -2.008 -0.133
H -2.786 -2.893 -2.437
H -4.510 -2.937 -2.035
H -2.862 -5.246 -1.572
*
```

Summary:
LUMO level in eV: 0.20
HOMO-LUMO gap in eV: 9.88